Entry from the Open Molecules 2025 dataset: C25H22BBrIrN10 as an isolated structure in a non-equilibrium geometry (ωB97M-V/def2-TZVPD).

Values from the calculation:
Highest occupied orbital energy (spin up / spin down) = -14.31 / -14.30 eV
Spin multiplicity = 2
Gap between HOMO and LUMO (spin up / spin down) = 0.256 / 0.186 Eh
⟨S²⟩ = 0.755
Total charge = +2
DFT total energy = -114726.91993 eV

Last column: Mulliken spin population.
CARTESIAN COORDINATES (ANGSTROEM)
Ir  0.566362  0.076735  -0.555384  0.692
C  -2.169015  -2.268538  1.636011  -0.002
C  -1.591082  -1.894427  0.433784  -0.001
N  -0.627467  -0.985125  0.666775  -0.002
N  -0.584075  -0.769762  2.000630  -0.006
C  -1.502732  -1.543214  2.599036  0.019
B  0.496002  0.112174  2.655094  -0.023
N  0.286428  1.555537  2.108842  -0.023
C  0.107950  2.758091  2.690671  0.009
C  0.078363  3.733063  1.716920  0.000
C  0.253800  3.042518  0.524853  -0.011
N  0.379509  1.738066  0.770553  0.111
N  1.851050  -0.416359  2.034321  -0.017
C  2.988233  -0.807406  2.611112  0.085
C  3.898235  -1.171902  1.620592  0.015
C  3.231102  -0.972050  0.432025  0.006
N  1.982521  -0.531241  0.695474  0.051
N  0.532485  -0.077233  4.140119  0.005
C  0.381744  0.692241  5.246229  0.000
C  0.540573  -0.112092  6.351719  0.000
C  0.794409  -1.392829  5.824630  0.000
N  0.791200  -1.386809  4.506809  -0.001
H  -2.955126  -2.989822  1.780590  0.000
H  -1.814176  -2.235491  -0.558921  -0.001
H  -1.594860  -1.547619  3.672266  0.001
H  0.004319  2.866459  3.752472  0.002
H  -0.043604  4.793240  1.857343  0.000
H  0.323766  3.421676  -0.481828  0.002
H  3.083457  -0.810760  3.684440  0.002
H  4.901988  -1.535753  1.758596  0.000
H  3.551502  -1.149930  -0.582025  -0.002
H  0.172288  1.744391  5.211754  0.000
H  0.483571  0.179648  7.387483  0.000
H  0.977050  -2.313855  6.357829  0.000
C  -3.242999  3.192993  -3.359046  0.000
C  -1.853683  2.628685  -3.251438  -0.002
C  -0.877406  2.855210  -4.220331  0.000
C  0.405395  2.337383  -4.086189  0.000
C  0.649775  1.578234  -2.971794  -0.003
Br  2.341387  0.821263  -2.549291  0.002
N  -0.260413  1.326847  -2.042953  0.033
C  -1.490121  1.850726  -2.160153  -0.013
H  -3.399355  3.667956  -4.324649  0.000
H  -3.415774  3.940483  -2.583390  0.000
H  -3.992788  2.410845  -3.238788  0.000
H  -1.115434  3.456603  -5.089682  0.000
H  1.181448  2.524264  -4.815441  0.000
H  -2.183141  1.631112  -1.356546  0.002
N  -0.714526  -5.366992  -5.436304  -0.001
C  -0.542344  -4.512729  -4.687972  0.003
C  -0.325881  -3.437887  -3.746138  -0.003
C  0.843338  -3.394427  -2.995180  0.013
C  1.045925  -2.361472  -2.088982  -0.005
C  0.086586  -1.363883  -1.950970  0.057
C  -1.084648  -1.414307  -2.685865  -0.007
C  -1.293247  -2.453316  -3.584733  0.000
H  1.589350  -4.169184  -3.111432  0.003
H  1.949909  -2.371430  -1.494930  0.008
H  -1.868316  -0.677248  -2.559926  0.004
H  -2.208795  -2.501358  -4.158716  0.000

Atoms 1-3, force components in eV/Å:
1.59 -0.28 -0.07
-0.06 -0.09 -0.25
-0.13 -0.01 0.08